Arrangement i

C4H11NOS | wB97M-V/def2-TZVPD

The LUMO energy (spin up / spin down) is -3.070 / -7.528 eV. Its total charge is +1. Its spin multiplicity is 2.

Last column: natural (NBO) charge in e.
Cartesian coordinates (Å):
C 0.65649 0.33155 1.35189  -0.25
N 0.77459 0.66388 -0.06311  -0.44
C 0.84349 2.08270 -0.38431  0.08
O 1.19686 2.33551 -1.70234  -0.68
C 0.40406 -1.15735 1.40435  -0.42
C -1.02437 -1.38207 0.97653  -0.55
S -1.16759 -1.19927 -0.80586  0.41
H -0.14258 0.88128 1.84626  0.23
H 1.61274 0.57014 1.83318  0.24
H 1.62103 0.21867 -0.41504  0.39
H -0.13940 2.54518 -0.19855  0.18
H 1.56138 2.56486 0.29127  0.20
H 0.84669 1.64349 -2.27388  0.48
H 1.11907 -1.70418 0.77708  0.22
H 0.49730 -1.61810 2.39230  0.26
H -1.40892 -2.32288 1.36636  0.28
H -1.65234 -0.58358 1.38230  0.25
H 0.06008 -1.61722 -1.07769  0.13

***

Arrangement ii

C4H11NOS | wB97M-V/def2-TZVPD

The LUMO energy (spin up / spin down) is -3.813 / -8.529 eV. Its total charge is +1. Its spin multiplicity is 2.

Last column: natural (NBO) charge in e.
Cartesian coordinates (Å):
C 1.20287 -1.39430 0.19144  -0.70
C 0.85539 -0.89823 -1.19434  0.65
O 1.10081 0.12530 -1.77728  -0.59
N -0.03666 -1.71261 -1.92262  -0.84
H 0.42638 -2.18991 0.57043  0.24
H 0.87671 -0.51112 0.94572  0.19
H -0.89324 -1.28796 -2.49316  0.42
H -0.39230 -2.56406 -1.36292  0.38
H 2.26865 -1.63410 0.38576  0.28
C 0.57269 1.97817 1.06078  -0.71
C -1.78041 0.77567 0.46678  -0.87
S -1.30735 2.28882 1.25526  0.87
H 1.23766 2.31054 1.84836  0.28
H 0.47994 0.90568 1.17650  0.21
H 1.00579 2.32829 0.11901  0.30
H -1.22765 0.68392 -0.52688  0.31
H -2.92359 0.89261 0.20277  0.30
H -1.46571 -0.09668 1.05440  0.29

***

Of them, arrangement i has the highest stability.

***

Arrangement i

C7H13NO2S | wB97M-V/def2-TZVPD

The LUMO energy is 0.784 eV. Its spin multiplicity is 1.

Last column: natural (NBO) charge in e.
Cartesian coordinates (Å):
C 1.18434 -1.61026 2.51959  -0.19
C 0.19587 -1.49824 1.83403  -0.04
C -1.55352 -2.46399 0.43719  -0.35
C -1.55806 -0.11489 1.22303  -0.65
C -0.70288 1.07258 -1.90640  -0.42
C 1.22005 -0.14921 -1.00682  -0.43
C -0.95082 -1.47636 1.03849  -0.10
N 0.32192 1.04698 -0.99570  -0.68
O 1.54112 1.79990 1.03026  -0.96
O 2.07846 2.93091 -1.11770  -0.91
S 0.87529 2.38312 -0.08225  1.68
H 1.97318 -1.71416 3.22442  0.24
H 2.89103 2.76740 -0.58269  0.49
H -2.47310 -2.20776 -0.19244  0.19
H -1.28218 -3.47788 0.38496  0.21
H -1.72115 0.33120 2.20924  0.24
H -2.46417 -0.08263 0.63001  0.20
H -0.90330 0.52944 0.62563  0.24
H -1.31587 0.17074 -1.91267  0.20
H -1.45873 1.71258 -1.52039  0.21
H -0.37538 1.20778 -2.91176  0.19
H 1.87073 -0.15069 -0.08580  0.24
H 0.67300 -0.98147 -0.96133  0.20
H 1.93415 -0.02509 -1.88090  0.19

***

Arrangement ii

C7H13NO2S | wB97M-V/def2-TZVPD

The LUMO energy (spin up / spin down) is 0.234 / 0.234 eV. Its spin multiplicity is 1.

Last column: natural (NBO) charge in e.
Cartesian coordinates (Å):
C -2.78250 0.03671 -0.77707  -0.24
C -2.07174 0.41291 0.10888  -0.05
C 0.19111 -1.79828 0.75123  -0.73
C 1.58104 0.10695 1.82758  -0.68
C 0.12729 -0.59633 -2.18184  -0.86
C -1.22247 1.15416 0.88263  0.00
C 0.51788 -0.38208 0.81926  -0.29
N -0.84485 2.33689 0.20612  -0.77
O 1.49447 1.28384 -1.05770  -0.98
O 2.31240 -1.00013 -0.94414  -0.99
S 1.21177 -0.09467 -0.80148  2.15
H -3.67046 -0.22884 -1.32429  0.25
H -0.86394 -2.05249 0.54829  0.23
H 0.82838 -2.48098 0.05391  0.26
H 0.29765 -2.26787 1.77043  0.22
H 2.01422 1.06910 1.37228  0.24
H 2.40203 -0.56512 1.61613  0.24
H 1.17642 0.17388 2.88109  0.23
H -0.93130 -0.66309 -2.06782  0.25
H 0.36088 0.36787 -2.74937  0.25
H 0.50148 -1.37508 -2.65734  0.23
H -1.31609 1.09643 1.97761  0.25
H -0.76461 2.31426 -0.84096  0.41
H -0.54906 3.15195 0.58660  0.39

***

Of them, arrangement i has the highest stability.